Entry 1:
Computed, not measured: a molecular structure, C13H18IN3Tc, with ωB97M-V/def2-TZVPD.

Each line ends with the Löwdin spin population.
Positions of all 36 atoms, in Å:
I (1.6464, -2.4616, -1.1439)  0.25
Tc (0.2909, -0.5296, -0.1597)  2.53
N (-1.2235, -0.8872, 1.2278)  0.03
N (1.1935, 0.7235, 1.2031)  0.02
N (0.1766, -0.3495, 3.0175)  0.01
C (-3.4572, -1.6719, 1.5898)  0.00
C (1.0306, -1.6861, -4.8752)  0.00
C (1.3522, 1.7686, 3.3598)  0.00
C (-3.3138, -1.5366, 2.9753)  0.02
C (-2.1203, -1.0266, 3.4595)  0.00
C (0.9150, 0.7388, 2.5198)  0.01
C (2.3805, 2.7817, 1.4525)  0.00
C (-1.0887, -0.7414, 2.5572)  0.01
C (1.0024, -0.1911, -5.1792)  0.00
C (1.9529, 1.7266, 0.6640)  0.02
C (-0.4965, 0.6778, -1.6274)  0.00
C (2.0905, 2.8105, 2.8185)  0.01
C (-2.4307, -1.3055, 0.7302)  0.02
H (1.0651, 1.7073, 4.4110)  0.00
H (-4.3753, -2.0683, 1.1651)  0.00
H (0.2271, -0.4075, 4.0294)  0.00
H (0.6173, -1.9192, -3.8910)  0.00
H (-2.4881, -1.3526, -0.3602)  0.00
H (-0.0041, 0.1434, -5.4414)  0.00
H (2.9545, 3.5708, 0.9764)  0.00
H (1.6492, 0.0311, -6.0325)  0.00
H (0.2534, 1.3661, -2.0667)  0.01
H (-4.1154, -1.8325, 3.6459)  0.00
H (1.3473, 0.4089, -4.3356)  0.00
H (0.4608, -2.2428, -5.6248)  0.00
H (-1.3292, 1.3158, -1.2621)  0.02
H (2.4350, 3.6369, 3.4397)  0.00
H (2.1968, 1.6077, -0.3910)  0.00
H (-0.9051, 0.0817, -2.4685)  0.01
H (-1.9436, -0.8176, 4.5111)  0.00
H (2.0533, -2.0694, -4.8942)  0.00

Force components x, y, z for each atom (eV/Å):
I -0.4 0.7 0.0
Tc 0.4 -0.7 0.5
N -0.8 0.4 -0.3
N 0.0 0.6 -0.4
N -0.3 0.4 0.7
C 0.1 0.0 -0.9
C 0.1 0.0 -0.2
C -0.1 -0.4 -0.1
C 0.6 0.1 -0.2
C 0.2 0.0 -0.2
C -0.3 -0.2 -0.1
C 0.2 -0.2 -0.8
C 0.5 0.1 -0.1
C -0.1 -0.1 -0.2
C -0.2 0.1 0.8
C -0.6 0.5 -0.6
C -0.2 -0.3 0.0
C 0.0 -0.2 0.8
H 0.2 0.2 -0.3
H 0.1 0.1 0.1
H 0.1 0.0 -0.1
H -0.2 0.0 -0.1
H -0.2 -0.1 0.4
H 0.0 0.0 0.1
H 0.0 -0.1 0.2
H -0.1 0.1 0.1
H 0.0 -0.5 0.3
H 0.1 0.2 -0.1
H 0.1 0.0 0.0
H 0.1 0.0 0.1
H 0.4 -0.4 0.3
H -0.1 -0.2 -0.1
H 0.0 0.3 0.2
H 0.4 -0.1 0.4
H -0.1 -0.2 -0.1
H 0.0 0.0 0.0

The charge is +2. Its lowest unoccupied orbital energy (alpha / beta) is -8.90 / -9.25 eV. As for the spin multiplicity: 4. The highest occupied orbital energy (alpha / beta) comes out at -15.9 / -16.2 eV.

Entry 2:
Computed, not measured: 2 unconnected molecules or ions with the total composition C14H11BCl2F4N2 in a non-equilibrium geometry, with ωB97M-V/def2-TZVPD.

Each line ends with the Löwdin charge.
Positions of all 34 atoms, in Å:
Cl (3.3668, 0.7684, -1.1612)  0.70
Cl (1.3874, -3.9252, -1.5296)  0.72
F (-2.0870, -2.8551, 0.2518)  0.13
F (0.0866, -0.1876, -0.1373)  0.04
F (-3.6204, -1.8721, 1.8168)  0.09
F (-1.4036, -2.1680, 2.4147)  0.12
N (2.5840, -1.6513, -1.6496)  0.03
N (-2.2479, 0.5459, 1.5632)  0.02
C (-2.6558, 0.4910, 2.9322)  0.02
C (-1.4134, 3.8229, -0.8022)  -0.07
C (4.0593, -3.5393, -1.8848)  -0.09
C (5.1750, -2.6992, -1.9286)  -0.06
C (-1.5488, 1.4909, -0.3608)  -0.10
C (-1.9738, -0.5025, 0.7856)  0.14
C (-1.7661, 4.1124, 0.5251)  -0.06
C (2.7930, -2.9643, -1.7057)  -0.75
C (-2.1312, 3.0675, 1.3944)  0.01
C (-1.3467, 2.5073, -1.2838)  0.01
C (3.6622, -0.8757, -1.5387)  -0.75
C (4.9733, -1.3392, -1.7108)  -0.10
C (-2.0877, 1.7750, 0.8788)  -0.14
C (-1.2683, 0.0184, -0.4166)  -0.16
B (-2.2855, -2.0021, 1.3365)  -1.02
H (4.0607, -4.6150, -2.0162)  0.10
H (-2.4179, 3.1942, 2.4247)  0.10
H (-1.7523, 5.1291, 0.9371)  0.11
H (-1.0727, 2.2565, -2.3203)  0.13
H (-2.7217, 1.5178, 3.2558)  0.07
H (-1.9210, -0.0469, 3.5407)  0.12
H (5.7604, -0.5871, -1.7003)  0.10
H (-3.6177, -0.0245, 3.0462)  0.12
H (6.1588, -3.1092, -2.1315)  0.11
H (-1.5361, -0.4064, -1.3679)  0.17
H (-1.1916, 4.6735, -1.4576)  0.11

Force components x, y, z for each atom (eV/Å):
Cl 0.0 0.5 -0.1
Cl -0.2 -0.4 -0.2
F -0.4 -0.1 0.7
F -0.4 -0.1 -0.3
F 0.4 -0.8 -0.4
F -0.2 -0.5 -0.2
N 0.6 0.0 0.8
N 0.2 -2.0 -1.7
C -0.6 -0.3 1.1
C -0.3 0.7 0.0
C -0.7 0.1 0.0
C -0.8 0.0 0.0
C -0.4 0.7 -0.6
C -0.3 1.8 2.2
C -0.1 -0.6 0.3
C 0.8 1.0 -0.3
C -0.1 -0.6 -0.8
C 0.5 -0.2 0.3
C -0.1 -1.4 -0.6
C -0.2 0.6 0.0
C 1.5 1.2 0.1
C 0.1 0.9 -0.7
B 0.1 0.3 0.0
H 0.5 0.1 0.1
H 0.0 0.5 0.0
H 0.0 -0.4 -0.5
H 0.0 0.4 0.6
H -0.2 0.0 0.4
H -0.1 0.1 -0.3
H 0.0 -0.4 0.0
H 0.3 0.3 -0.1
H -0.1 0.1 0.1
H 0.1 -0.6 -0.2
H -0.1 -0.5 0.2

Its lowest unoccupied orbital energy is -0.93 eV. The highest occupied orbital energy comes out at -9.3 eV.

Entry 3:
Computed, not measured: 13 unconnected molecules or ions with the total composition H26O13, with ωB97M-V/def2-TZVPD.

Each line ends with the Löwdin charge.
Positions of all 39 atoms, in Å:
O (-2.4003, -0.6705, 0.9532)  -0.08
O (0.8326, 2.7285, 1.9008)  -0.07
O (-4.3221, 0.1411, -1.1502)  -0.08
O (-1.3644, -3.1903, 0.2825)  -0.05
O (-1.1946, 3.0920, 0.0034)  -0.05
O (-1.0943, -0.6384, 3.5437)  -0.07
O (2.9639, -1.7664, 1.3145)  -0.06
O (1.5839, 0.0878, 2.8774)  -0.08
O (0.5543, 3.2152, -2.3667)  -0.04
O (1.0532, -2.9612, -1.3842)  -0.06
O (0.1768, -0.2164, -0.0930)  -0.06
O (2.7292, -0.3500, -1.2592)  -0.07
O (0.1156, 0.8216, -3.7734)  -0.08
H (2.2959, -0.3055, 2.3274)  0.02
H (-0.6639, 2.8841, -0.7865)  0.02
H (0.4593, -2.3099, -1.7949)  0.05
H (-0.7961, -0.2410, 0.0143)  0.02
H (-1.4491, -4.1380, 0.1415)  0.06
H (-3.5624, 0.0147, -0.5539)  -0.01
H (-0.1168, -0.6561, 3.4556)  0.02
H (-4.6303, -0.7517, -1.3336)  0.03
H (0.6075, -3.8091, -1.4923)  0.04
H (0.5029, 0.0743, 0.7732)  0.03
H (-2.2017, -0.5387, 1.8966)  0.03
H (-1.4949, 2.2441, 0.3539)  0.04
H (1.4695, 3.4996, -2.4863)  0.08
H (0.2378, 1.7123, -3.3784)  -0.01
H (-2.1366, -1.5941, 0.7703)  0.01
H (-1.3480, -1.5517, 3.7229)  0.05
H (0.0236, 4.0143, -2.5023)  0.08
H (2.7964, -0.2858, -2.2166)  0.05
H (-0.5957, 0.9388, -4.4121)  0.03
H (2.7372, -1.5315, 0.3985)  0.01
H (1.4392, 0.9895, 2.5220)  0.01
H (0.1455, 3.2300, 1.4002)  0.03
H (3.7515, -2.3137, 1.2422)  0.05
H (1.5420, 3.3644, 2.0466)  0.05
H (1.7749, -0.2504, -1.0661)  0.00
H (-0.4216, -2.9821, 0.1089)  0.03

Force components x, y, z for each atom (eV/Å):
O 0.0 -0.2 -0.2
O -0.2 0.6 -0.2
O 0.3 0.0 0.0
O 0.6 0.1 -0.1
O 0.1 0.1 -0.1
O 0.1 -0.3 -0.1
O -0.1 0.0 -0.1
O 0.2 0.4 -0.7
O -0.1 0.5 -0.1
O -0.4 0.0 0.0
O -0.2 0.2 0.1
O -0.3 0.2 0.1
O 0.0 0.5 0.1
H -0.4 -0.1 0.4
H -0.1 -0.2 0.4
H 0.3 -0.2 0.1
H 0.3 0.0 0.1
H -0.1 0.1 0.1
H -0.4 0.0 0.0
H -0.3 0.3 -0.1
H 0.0 0.1 0.0
H 0.1 0.0 -0.3
H -0.1 -0.2 0.0
H 0.2 0.1 0.0
H 0.0 0.0 -0.2
H -0.1 -0.1 0.1
H -0.1 -0.6 -0.2
H -0.2 0.2 0.1
H 0.1 0.1 0.1
H 0.1 -0.2 -0.1
H 0.0 -0.1 0.0
H 0.1 -0.1 0.0
H 0.2 -0.1 0.0
H 0.0 -0.3 0.4
H 0.4 -0.7 0.1
H 0.0 0.1 0.0
H 0.0 -0.1 0.1
H 0.2 0.1 -0.2
H -0.4 0.0 0.1

Its lowest unoccupied orbital energy is 0.05 eV. Its energy relative to the best compared isomer or geometry (same formula, charge and spin) is 64.5 kJ/mol. The highest occupied orbital energy comes out at -10.7 eV.

Entry 4:
Computed, not measured: a molecular structure, C2H2AuLiO2 in a non-equilibrium geometry, with ωB97M-V/def2-TZVPD.

Each line ends with the Löwdin spin population.
Positions of all 8 atoms, in Å:
Au (-0.8191, 0.5262, -0.3696)  0.70
O (-0.2677, -1.0346, -0.1956)  0.84
O (0.1820, 1.4890, 0.7862)  0.21
C (1.0484, 1.0559, 1.5269)  -0.01
C (1.5028, -0.2285, 1.6893)  0.22
Li (-0.4632, -2.6308, -0.8599)  0.02
H (2.5278, -0.4088, 1.3448)  0.01
H (1.2451, -0.7002, 2.6446)  0.01

Force components x, y, z for each atom (eV/Å):
Au -8.0 6.9 -6.0
O 3.3 -9.7 1.1
O 5.4 4.9 6.2
C -2.1 -2.2 -2.5
C 1.6 1.7 1.9
Li 0.0 -1.2 -0.3
H -0.2 -0.2 -0.2
H -0.2 -0.2 -0.2

The charge is +2. Its lowest unoccupied orbital energy (alpha / beta) is -10.51 / -12.94 eV. As for the spin multiplicity: 3. Its energy relative to the best compared isomer or geometry (same formula, charge and spin) is 321.1 kJ/mol. The highest occupied orbital energy (alpha / beta) comes out at -19.5 / -20.0 eV.

Entry 5:
Computed, not measured: 2 unconnected molecules or ions with the total composition C3H12N3O, with ωB97M-V/def2-TZVPD.

Each line ends with the Löwdin charge.
Positions of all 19 atoms, in Å:
O (1.5609, -0.6513, 0.6672)  -0.02
N (-0.1476, 1.3345, 1.3261)  0.17
N (-2.8476, 0.5851, -1.1472)  0.01
N (2.6992, -2.2151, -0.4935)  0.16
C (-1.8355, 0.2879, -0.1475)  -0.28
C (1.9251, -1.1169, -0.4066)  -0.35
C (-1.1338, 1.5859, 0.2141)  -0.14
H (-0.5672, 1.9641, -0.6342)  0.13
H (-2.3147, -0.1423, 0.7363)  0.13
H (-3.4130, -0.2362, -1.3205)  0.08
H (-1.8507, 2.3237, 0.5568)  0.13
H (-0.6487, 1.2015, 2.2030)  0.17
H (0.4305, 0.4774, 1.1171)  0.09
H (0.4942, 2.1155, 1.4414)  0.17
H (2.7942, -2.6905, -1.3753)  0.11
H (1.6436, -0.6264, -1.3472)  0.14
H (3.4583, -2.3223, 0.1615)  0.12
H (-1.0768, -0.4367, -0.4586)  0.10
H (-2.4102, 0.7918, -2.0389)  0.08

Force components x, y, z for each atom (eV/Å):
O 0.2 0.3 0.1
N -0.3 -0.1 -0.1
N 0.2 -0.2 -0.1
N 0.1 0.4 -0.4
C 0.0 0.0 0.0
C 0.1 -0.3 0.3
C 0.1 -0.2 0.2
H 0.0 0.1 0.0
H -0.1 0.1 0.0
H -0.2 0.0 0.1
H 0.0 0.2 -0.1
H 0.1 0.0 0.1
H 0.2 0.1 -0.1
H 0.0 0.0 0.1
H 0.2 0.3 -0.1
H -0.3 -0.4 -0.2
H -0.4 -0.4 0.4
H 0.1 -0.1 -0.1
H 0.0 0.1 0.0

The charge is +1. Its lowest unoccupied orbital energy is -2.93 eV. Its energy relative to the best compared isomer or geometry (same formula, charge and spin) is 112.6 kJ/mol. The highest occupied orbital energy comes out at -13.3 eV.

Entry 6:
Computed, not measured: C4H4N2OS in the gas phase in a non-equilibrium geometry, with ωB97M-V/def2-TZVPD.

Each line ends with the Löwdin charge.
Positions of all 12 atoms, in Å:
S (1.9318, -0.5770, -2.5509)  0.67
O (0.1766, 0.5469, -0.5298)  0.06
N (-1.2310, 2.0312, 0.4665)  0.16
N (-0.9416, -0.1449, 1.2638)  0.10
C (-0.7008, 0.8420, 0.4341)  -0.53
C (1.3640, -1.3683, -1.2392)  -0.62
C (-0.1206, -1.1918, 0.8965)  -0.02
C (0.5267, -0.7912, -0.2820)  -0.35
H (-1.2384, 2.6280, -0.4705)  0.19
H (-0.0673, -2.0585, 1.6381)  0.15
H (-1.4776, 2.4062, 1.4053)  0.14
H (1.7783, -2.3228, -1.0319)  0.04

Force components x, y, z for each atom (eV/Å):
S -0.1 -0.3 -0.1
O -0.5 -0.8 0.4
N -1.1 4.1 -1.6
N 0.3 -0.2 0.8
C 0.9 -2.7 -0.2
C 1.0 0.8 -0.6
C 0.0 1.0 0.0
C -0.7 -0.1 1.2
H 0.1 -1.6 3.3
H 0.1 1.1 -1.9
H 0.0 -0.3 -1.6
H -0.1 -1.0 0.3

Its lowest unoccupied orbital energy is -0.58 eV. Its energy relative to the best compared isomer or geometry (same formula, charge and spin) is 124.3 kJ/mol. The highest occupied orbital energy comes out at -8.3 eV.

Entry 7:
Computed, not measured: C3H8BNO2 in the gas phase in a non-equilibrium geometry, with ωB97M-V/def2-TZVPD.

Each line ends with the Löwdin charge.
Positions of all 15 atoms, in Å:
O (0.4061, -1.4819, 0.5286)  0.09
O (0.5055, 0.3776, -0.9973)  0.04
N (-1.2450, 0.0937, 0.9123)  0.08
C (1.6242, -0.3940, -1.2449)  -0.19
C (-2.1613, 1.1991, 0.6009)  -0.08
C (1.6663, -1.5045, -0.1220)  -0.13
B (-0.1266, -0.2665, 0.1802)  -0.69
H (-3.0606, 1.2868, 1.1462)  0.06
H (1.8305, -2.4460, -0.6344)  0.12
H (-1.4662, 2.1264, 0.6577)  0.12
H (2.3291, -1.1561, 0.6230)  0.11
H (2.5956, 0.2162, -1.1643)  0.14
H (-1.3834, -0.5286, 1.7366)  0.15
H (1.4648, -0.7593, -2.2806)  0.13
H (-2.4456, 1.2235, -0.4063)  0.05

Force components x, y, z for each atom (eV/Å):
O 0.5 0.1 -0.7
O -2.2 -0.1 3.4
N -1.3 -0.1 0.9
C 1.7 -0.3 -0.4
C 3.7 1.6 0.4
C -0.6 0.7 -1.8
B -0.1 0.5 -1.8
H -0.5 -0.1 1.2
H 0.4 -0.4 0.7
H -1.7 -0.9 0.4
H 1.5 -0.4 0.6
H -1.3 -0.7 -0.4
H -0.3 1.1 -1.2
H 0.7 -0.3 0.5
H -0.4 -0.6 -1.7

Its lowest unoccupied orbital energy is 0.70 eV. Its energy relative to the best compared isomer or geometry (same formula, charge and spin) is 39.6 kJ/mol. The highest occupied orbital energy comes out at -9.3 eV.

Entry 8:
Computed, not measured: C11H8FN in the gas phase in a non-equilibrium geometry, with ωB97M-V/def2-TZVPD.

Each line ends with the Löwdin charge.
Positions of all 21 atoms, in Å:
F (-2.7793, -2.6827, -1.6527)  0.11
N (-2.2342, 0.1520, -3.2979)  0.19
C (0.0229, 0.4958, 0.2477)  -0.29
C (0.7227, -0.3165, 1.1150)  -0.04
C (2.3177, -0.6633, -0.6048)  -0.12
C (-2.5834, -1.0211, -0.0093)  -0.01
C (1.4843, -0.0958, -1.5209)  -0.05
C (-1.2827, 1.0292, 0.6984)  -0.04
C (0.3479, 0.5970, -1.0537)  -0.05
C (1.9472, -0.7872, 0.7046)  -0.09
C (-2.3393, -0.5514, -2.3912)  -0.15
C (-2.3855, 0.2972, 0.4873)  -0.11
C (-2.5769, -1.4391, -1.3019)  -0.31
H (3.2783, -1.0803, -0.8477)  0.10
H (1.8147, -0.1109, -2.5556)  0.11
H (-3.0046, -1.7821, 0.6876)  0.15
H (0.3454, -0.1938, 2.1499)  0.13
H (2.6693, -1.3554, 1.3471)  0.12
H (-1.3803, 1.9149, 1.3007)  0.11
H (-3.2592, 0.7465, 1.0322)  0.13
H (-0.2999, 1.3403, -1.5093)  0.12

Force components x, y, z for each atom (eV/Å):
F -0.4 -1.2 -0.2
N 0.0 -0.2 0.4
C -1.1 -0.5 1.1
C 0.3 1.4 1.7
C 0.4 -0.7 -0.1
C -1.0 -2.6 -1.8
C -0.3 1.4 -0.9
C -0.3 -1.2 -0.5
C 0.8 0.4 -1.3
C 0.7 -1.3 1.8
C 0.0 0.4 -0.9
C -0.8 2.7 2.1
C 0.7 2.0 2.2
H 0.1 -0.1 -0.6
H -0.4 0.3 0.0
H 0.6 0.6 -0.3
H 0.7 -1.0 -0.4
H -1.0 0.8 -0.2
H 0.1 0.4 0.0
H 0.4 -0.7 -0.7
H 0.4 -0.6 -1.3

Its lowest unoccupied orbital energy is 0.15 eV. Its energy relative to the best compared isomer or geometry (same formula, charge and spin) is 91.6 kJ/mol. The highest occupied orbital energy comes out at -9.5 eV.

Copy entry 4 word for word.
Computed, not measured: a molecular structure, C2H2AuLiO2 in a non-equilibrium geometry, with ωB97M-V/def2-TZVPD.

Each line ends with the Löwdin spin population.
Positions of all 8 atoms, in Å:
Au (-0.8191, 0.5262, -0.3696)  0.70
O (-0.2677, -1.0346, -0.1956)  0.84
O (0.1820, 1.4890, 0.7862)  0.21
C (1.0484, 1.0559, 1.5269)  -0.01
C (1.5028, -0.2285, 1.6893)  0.22
Li (-0.4632, -2.6308, -0.8599)  0.02
H (2.5278, -0.4088, 1.3448)  0.01
H (1.2451, -0.7002, 2.6446)  0.01

Force components x, y, z for each atom (eV/Å):
Au -8.0 6.9 -6.0
O 3.3 -9.7 1.1
O 5.4 4.9 6.2
C -2.1 -2.2 -2.5
C 1.6 1.7 1.9
Li 0.0 -1.2 -0.3
H -0.2 -0.2 -0.2
H -0.2 -0.2 -0.2

The charge is +2. Its lowest unoccupied orbital energy (alpha / beta) is -10.51 / -12.94 eV. As for the spin multiplicity: 3. Its energy relative to the best compared isomer or geometry (same formula, charge and spin) is 321.1 kJ/mol. The highest occupied orbital energy (alpha / beta) comes out at -19.5 / -20.0 eV.

Number 3 is which compound? H26O13